Below is a cluster of 7 separate species, C35H81N3O11 in total, with properties calculated with wB97M-V/def2-TZVPD.

Values from the calculation:
Charge ... 0
HOMO level ... -7.89 eV
SMILES ... CC1(C)CCCC(C)(C)N1O.CC1(C)CCCC(C)(C)N1O.CC1(C)CCCC(C)(C)N1O.OCCO.OCCO.OCCO.OCCO
Energy above the lowest of the compared OMol25 structures with the same formula, charge and spin ... 4.805 eV
Calculated total energy ... -64590.676 eV

Bonds (Å) are listed after each position.
CARTESIAN COORDINATES (ANGSTROEM)
1 C -8.276 -2.624 -1.696  C2 1.626, O4 1.457, H5 1.090, H6 1.090
2 C -8.558 -1.636 -2.957  C1 1.626, O3 1.395, H7 1.090, H8 1.090
3 O -7.805 -0.463 -3.014  C2 1.395, H9 0.960
4 O -6.868 -2.832 -1.385  C1 1.457, H10 0.960
5 H -8.700 -3.628 -1.720  C1 1.090
6 H -8.724 -2.089 -0.858  C1 1.090
7 H -9.629 -1.438 -2.908  C2 1.090
8 H -8.396 -2.106 -3.926  C2 1.090
9 H -8.375 0.183 -3.438  O3 0.960
10 H -6.469 -1.960 -1.434  O4 0.960
11 C -4.818 -3.069 4.944  C12 1.524, O14 1.413, H15 1.090, H16 1.090
12 C -5.056 -1.574 4.767  C11 1.524, O13 1.370, H17 1.090, H18 1.090
13 O -4.565 -0.978 5.898  C12 1.370, H19 0.960
14 O -5.549 -3.529 6.062  C11 1.413, H20 0.960
15 H -3.736 -3.148 4.846  C11 1.090
16 H -5.361 -3.486 4.095  C11 1.090
17 H -6.120 -1.350 4.682  C12 1.090
18 H -4.691 -1.230 3.800  C12 1.090
19 H -4.475 -1.628 6.599  O13 0.960
20 H -5.840 -4.420 5.855  O14 0.960
21 C -3.283 3.197 -2.631  C22 1.455, O24 1.478, H25 1.090, H26 1.090
22 C -4.429 3.425 -1.763  C21 1.455, O23 1.435, H27 1.090, H28 1.090
23 O -4.444 4.753 -1.218  C22 1.435, H29 0.960
24 O -3.453 4.007 -3.857  C21 1.478, H30 0.960
25 H -3.303 2.117 -2.775  C21 1.090
26 H -2.295 3.396 -2.217  C21 1.090
27 H -4.579 2.617 -1.048  C22 1.090
28 H -5.290 3.347 -2.427  C22 1.090
29 H -5.222 4.669 -0.662  O23 0.960
30 H -2.758 4.669 -3.851  O24 0.960
31 C -3.715 2.671 6.124  C32 1.585, O34 1.407, H35 1.090, H36 1.090
32 C -2.201 2.231 5.962  C31 1.585, O33 1.467, H37 1.090, H38 1.090
33 O -1.785 2.687 4.630  C32 1.467, H39 0.960
34 O -4.579 2.039 5.212  C31 1.407, H40 0.960
35 H -3.772 3.760 6.115  C31 1.090
36 H -3.953 2.488 7.171  C31 1.090
37 H -2.091 1.150 5.873  C32 1.090
38 H -1.503 2.425 6.776  C32 1.090
39 H -2.327 2.120 4.077  O33 0.960
40 H -4.640 1.108 5.434  O34 0.960
41 C 2.750 -1.789 -3.568  C42 1.566, H52 1.090, H53 1.090, H54 1.090
42 C 2.141 -0.503 -4.221  C41 1.566, C43 1.584, N47 1.461, C51 1.519
43 C 1.955 0.609 -3.108  C42 1.584, C44 1.542, H55 1.090, H56 1.090
44 C 2.649 1.977 -3.265  C43 1.542, C45 1.473, H57 1.090, H58 1.090
45 C 2.484 2.326 -4.687  C44 1.473, C46 1.556, H59 1.090, H60 1.090
46 C 3.041 1.331 -5.746  C45 1.556, N47 1.480, C49 1.539, C50 1.555
47 N 3.120 -0.044 -5.203  C42 1.461, C46 1.480, O48 1.374
48 O 3.664 -0.986 -6.043  N47 1.374, H70 0.960
49 C 2.159 1.288 -7.007  C46 1.539, H61 1.090, H62 1.090, H63 1.090
50 C 4.479 1.734 -6.178  C46 1.555, H64 1.090, H65 1.090, H66 1.090
51 C 0.741 -0.668 -4.789  C42 1.519, H67 1.090, H68 1.090, H69 1.090
52 H 3.592 -1.518 -2.931  C41 1.090
53 H 3.009 -2.539 -4.315  C41 1.090
54 H 2.019 -2.280 -2.926  C41 1.090
55 H 0.897 0.798 -2.923  C43 1.090
56 H 2.308 0.257 -2.139  C43 1.090
57 H 3.700 1.762 -3.070  C44 1.090
58 H 2.241 2.749 -2.612  C44 1.090
59 H 3.021 3.269 -4.790  C45 1.090
60 H 1.466 2.582 -4.983  C45 1.090
61 H 2.362 2.084 -7.723  C49 1.090
62 H 2.587 0.577 -7.713  C49 1.090
63 H 1.105 1.168 -6.758  C49 1.090
64 H 5.176 1.457 -5.387  C50 1.090
65 H 4.948 1.256 -7.038  C50 1.090
66 H 4.554 2.792 -6.430  C50 1.090
67 H 0.397 0.333 -5.048  C51 1.090
68 H 0.044 -0.992 -4.017  C51 1.090
69 H 0.762 -1.269 -5.699  C51 1.090
70 H 4.544 -1.129 -5.686  O48 0.960
71 C -1.999 1.673 1.107  C72 1.625, H82 1.090, H83 1.090, H84 1.090
72 C -0.886 0.500 0.952  C71 1.625, C73 1.560, N77 1.480, C81 1.554
73 C -0.279 -0.102 2.257  C72 1.560, C74 1.565, H85 1.090, H86 1.090
74 C -1.150 -1.235 2.897  C73 1.565, C75 1.521, H87 1.090, H88 1.090
75 C -1.540 -2.284 1.867  C74 1.521, C76 1.549, H89 1.090, H90 1.090
76 C -2.198 -1.728 0.579  C75 1.549, N77 1.535, C79 1.548, C80 1.530
77 N -1.336 -0.578 0.043  C72 1.480, C76 1.535, O78 1.388
78 O -1.715 -0.145 -1.220  N77 1.388, H100 0.960
79 C -2.177 -2.873 -0.463  C76 1.548, H91 1.090, H92 1.090, H93 1.090
80 C -3.641 -1.301 0.856  C76 1.530, H94 1.090, H95 1.090, H96 1.090
81 C 0.306 1.193 0.236  C72 1.554, H97 1.090, H98 1.090, H99 1.090
82 H -2.385 2.083 0.173  C71 1.090
83 H -1.768 2.639 1.555  C71 1.090
84 H -2.734 1.173 1.737  C71 1.090
85 H 0.719 -0.520 2.125  C73 1.090
86 H -0.241 0.705 2.989  C73 1.090
87 H -1.992 -0.788 3.424  C74 1.090
88 H -0.681 -1.762 3.727  C74 1.090
89 H -2.201 -3.010 2.340  C75 1.090
90 H -0.689 -2.853 1.494  C75 1.090
91 H -2.843 -3.709 -0.250  C79 1.090
92 H -2.473 -2.605 -1.477  C79 1.090
93 H -1.316 -3.539 -0.405  C79 1.090
94 H -3.765 -0.576 0.052  C80 1.090
95 H -4.466 -1.991 0.679  C80 1.090
96 H -3.800 -0.875 1.846  C80 1.090
97 H 0.713 0.323 -0.279  C81 1.090
98 H 1.070 1.646 0.867  C81 1.090
99 H 0.111 1.830 -0.627  C81 1.090
100 H -0.887 -0.110 -1.705  O78 0.960
101 C 7.795 0.742 2.062  C102 1.564, H112 1.090, H113 1.090, H114 1.090
102 C 6.962 -0.565 2.277  C101 1.564, C103 1.531, N107 1.482, C111 1.605
103 C 6.241 -0.556 3.628  C102 1.531, C104 1.537, H115 1.090, H116 1.090
104 C 4.888 0.172 3.597  C103 1.537, C105 1.451, H117 1.090, H118 1.090
105 C 3.935 -0.386 2.656  C104 1.451, C106 1.598, H119 1.090, H120 1.090
106 C 4.487 -0.522 1.163  C105 1.598, N107 1.490, C109 1.582, C110 1.478
107 N 5.949 -0.800 1.221  C102 1.482, C106 1.490, O108 1.437
108 O 6.474 -1.010 -0.100  N107 1.437, H130 0.960
109 C 3.850 -1.804 0.489  C106 1.582, H121 1.090, H122 1.090, H123 1.090
110 C 4.149 0.619 0.286  C106 1.478, H124 1.090, H125 1.090, H126 1.090
111 C 7.901 -1.860 2.412  C102 1.605, H127 1.090, H128 1.090, H129 1.090
112 H 7.049 1.537 2.068  C101 1.090
113 H 8.649 0.905 2.720  C101 1.090
114 H 8.258 0.743 1.076  C101 1.090
115 H 6.278 -1.493 4.183  C103 1.090
116 H 6.824 0.129 4.244  C103 1.090
117 H 4.481 0.178 4.608  C104 1.090
118 H 5.114 1.186 3.267  C104 1.090
119 H 3.009 0.177 2.536  C105 1.090
120 H 3.623 -1.345 3.069  C105 1.090
121 H 2.802 -1.782 0.789  C109 1.090
122 H 4.369 -2.736 0.714  C109 1.090
123 H 3.927 -1.616 -0.582  C109 1.090
124 H 4.562 0.541 -0.720  C110 1.090
125 H 4.543 1.532 0.733  C110 1.090
126 H 3.125 0.989 0.243  C110 1.090
127 H 8.688 -1.724 3.154  C111 1.090
128 H 7.235 -2.680 2.684  C111 1.090
129 H 8.223 -2.157 1.414  C111 1.090
130 H 6.572 -0.104 -0.402  O108 0.960

Mulliken population analysis, charges in e, atoms 1 to 4: number 1, C, carries -0.4408; number 2, C, carries -0.3844; number 3, O, carries -0.4874; number 4, O, carries -0.4666